# 1
14
Properties=species:S:1:pos:R:3:lowdin_charge:R:1 method="wB97M-V/def2-TZVPD" energy_ev=-8833.30722 smiles="C=CC[C@H]1NC1=O" de_lowest_kcal_mol=66.8 total_charge=0
C 0.625 -2.102 -0.065 0.0077
C 0.550 -1.122 0.830 -0.1949
C 1.269 0.207 0.672 -0.1459
C 0.134 1.004 0.016 -0.1340
N 0.017 1.991 -1.216 0.1618
C -0.128 0.658 -1.373 -0.5072
O -0.033 -0.192 -2.220 0.0906
H 1.374 -2.106 -0.852 0.0686
H -0.105 -2.907 -0.083 0.0644
H -0.230 -1.156 1.592 0.1040
H 2.133 0.102 0.008 0.1207
H 1.610 0.623 1.630 0.1065
H -0.659 1.268 0.711 0.1355
H 0.703 2.417 -1.836 0.1222

=====

# 2
84
Properties=species:S:1:pos:R:3:lowdin_charge:R:1 method="wB97M-V/def2-TZVPD" energy_ev=-75163.43677 multiplicity=5 total_charge=+1
Pd -0.463 -0.651 -0.352 0.6876
C 3.295 -2.714 -2.069 -0.1579
Si 2.435 -1.078 -1.960 0.3855
C 3.591 0.352 -2.223 -0.1576
C 1.103 -1.005 -3.254 -0.1659
N 1.627 -0.950 -0.395 -0.1171
C 2.160 -1.032 0.824 -0.3109
C 3.566 -1.114 1.079 -0.0405
C 4.043 -1.207 2.349 -0.0641
C 3.151 -1.251 3.458 -0.0638
C 1.807 -1.188 3.270 -0.0437
C 1.250 -1.050 1.959 -0.3167
N -0.056 -0.958 1.707 -0.1046
Si -1.400 -1.069 2.847 0.3830
C -1.337 -2.707 3.708 -0.1597
C -2.967 -0.988 1.851 -0.1659
C -1.376 0.352 4.038 -0.1541
H 3.749 -2.843 -3.056 0.0445
H 2.574 -3.523 -1.924 0.0302
H 4.083 -2.828 -1.321 0.0313
H 4.353 0.098 -2.966 0.0451
H 4.108 0.653 -1.309 0.0287
H 3.042 1.220 -2.600 0.0256
H 1.552 -0.821 -4.235 0.0501
H 0.389 -0.195 -3.076 -0.0103
H 0.543 -1.942 -3.321 0.0343
H 4.251 -1.092 0.241 0.0905
H 5.111 -1.250 2.521 0.1110
H 3.552 -1.337 4.460 0.1113
H 1.138 -1.226 4.120 0.0875
H -1.298 -3.516 2.974 0.0345
H -2.232 -2.851 4.322 0.0446
H -0.468 -2.803 4.363 0.0299
H -3.172 -1.940 1.351 0.0319
H -2.951 -0.196 1.099 -0.0015
H -3.814 -0.786 2.515 0.0500
H -0.398 0.513 4.496 0.0313
H -2.096 0.176 4.843 0.0460
H -1.668 1.277 3.534 0.0166
C -0.553 4.331 -2.452 -0.1307
C -0.378 2.813 -2.410 -0.5472
C -1.431 2.117 -3.271 -0.1481
Sb -0.361 2.007 -0.414 1.5967
C 1.592 2.452 0.340 -0.5442
C 1.558 2.459 1.871 -0.1237
C 2.224 3.715 -0.239 -0.1262
C -1.687 3.159 0.813 -0.5440
C -3.120 3.005 0.300 -0.1376
C -1.287 4.626 0.973 -0.1173
H -0.422 4.680 -3.481 0.0894
H 0.161 4.867 -1.829 0.0586
H -1.561 4.615 -2.145 0.0685
H 0.619 2.549 -2.773 0.0747
H -2.441 2.372 -2.939 0.0780
H -1.344 1.032 -3.254 0.0304
H -1.333 2.450 -4.308 0.0889
H 2.162 1.584 0.011 0.0413
H 1.035 3.334 2.261 0.0676
H 2.578 2.488 2.265 0.0918
H 1.078 1.569 2.281 0.0472
H 1.679 4.617 0.046 0.0666
H 2.287 3.689 -1.329 0.0649
H 3.245 3.822 0.142 0.0883
H -1.589 2.659 1.778 0.0582
H -3.253 3.516 -0.657 0.0703
H -3.822 3.455 1.007 0.0871
H -3.409 1.961 0.165 0.0543
H -1.396 5.181 0.044 0.0630
H -0.265 4.751 1.327 0.0528
H -1.946 5.096 1.710 0.0905
Cl -0.790 -7.384 -0.952 0.7495
C -1.430 -5.813 -1.162 -0.6516
C -2.665 -5.654 -1.779 -0.0689
C -3.163 -4.379 -1.965 0.0113
C -2.427 -3.267 -1.530 -0.1292
C -1.196 -3.453 -0.891 -0.0230
C -0.687 -4.715 -0.716 -0.0693
C -2.921 -1.885 -1.741 -0.5072
O -4.214 -1.864 -1.889 0.2917
O -2.244 -0.866 -1.715 -0.0281
H -3.213 -6.523 -2.114 0.1190
H -4.114 -4.232 -2.459 0.1288
H -0.604 -2.598 -0.547 0.0520
H 0.272 -4.870 -0.241 0.1183

=====

# 3
77
Properties=species:S:1:pos:R:3:lowdin_charge:R:1 method="wB97M-V/def2-TZVPD" energy_ev=-85231.60137 de_lowest_kcal_mol=3.8 total_charge=0
Rh -0.063 0.246 -0.151 1.2913
O -3.432 4.527 2.261 0.0887
C -2.617 3.560 1.793 -0.2720
C -1.226 3.695 1.795 0.0840
C -0.480 2.659 1.277 -0.1548
N -1.086 1.579 0.820 -0.0321
C -2.404 1.418 0.789 -0.1524
C -3.221 2.410 1.274 0.1017
C -2.860 0.113 0.127 -0.5590
O -4.043 -0.129 0.049 0.0900
O -1.891 -0.625 -0.336 -0.1129
C 1.030 2.643 1.006 -0.5825
O 1.731 3.469 1.550 0.0761
O 1.391 1.728 0.162 -0.1016
H -2.912 5.260 2.611 0.1182
H -0.722 4.575 2.172 0.1362
H -4.295 2.296 1.247 0.1420
S 1.993 -6.055 -2.713 1.0562
C 2.841 -6.978 -1.553 -0.4075
C 3.131 -6.250 -0.441 -0.1706
C 2.662 -4.916 -0.528 -0.1043
C 2.019 -4.654 -1.707 -0.4829
C 1.429 -3.387 -2.131 -0.1666
C 1.085 -2.438 -1.146 -0.0208
N 0.610 -1.250 -1.431 0.0389
C 0.362 -0.941 -2.728 -0.1171
C 0.631 -1.824 -3.776 -0.1176
C 0.324 -1.413 -5.116 -0.0018
C -0.224 -0.206 -5.372 -0.0060
C -0.524 0.711 -4.309 -0.1148
C -1.108 1.967 -4.503 0.0722
C -1.357 2.795 -3.425 -0.1666
C -1.002 2.319 -2.150 -0.0303
N -0.470 1.135 -1.945 0.0342
C -0.225 0.324 -2.998 -0.1143
C -1.983 4.110 -3.570 -0.4718
C -2.381 4.731 -4.723 -0.1145
C -2.970 5.998 -4.499 -0.1753
C -3.015 6.324 -3.179 -0.4022
S -2.344 5.098 -2.200 1.0690
C 1.195 -3.063 -3.450 0.0477
H 3.076 -8.011 -1.751 0.0675
H 3.665 -6.647 0.410 0.1070
H 2.824 -4.172 0.239 0.1110
H 1.179 -2.682 -0.102 0.1151
H 0.542 -2.098 -5.926 0.1212
H -0.451 0.092 -6.388 0.1197
H -1.361 2.279 -5.507 0.1259
H -1.142 2.939 -1.273 0.0948
H -2.260 4.302 -5.707 0.1092
H -3.342 6.639 -5.284 0.1064
H -3.409 7.220 -2.728 0.0694
H 1.443 -3.761 -4.241 0.1146
C 2.114 1.067 4.325 -0.0595
C 1.037 0.125 4.851 -0.1535
C 0.792 -1.144 3.993 -0.3097
C -0.160 -2.093 4.731 -0.1794
C -0.456 -3.368 3.949 -0.0697
C 2.130 -1.818 3.807 -0.4341
O 2.688 -2.442 4.683 0.1026
N 2.722 -1.637 2.584 0.2168
C 2.159 -1.069 1.438 -0.5505
O 2.834 -1.042 0.426 0.0492
N 0.870 -0.628 1.517 0.0721
C 0.140 -0.691 2.684 -0.4243
O -1.026 -0.350 2.718 0.0805
H 2.145 1.974 4.929 0.0814
H 1.931 1.378 3.296 0.0620
H 3.103 0.609 4.370 0.0822
H 0.076 0.640 4.915 0.1221
H 1.296 -0.217 5.855 0.1234
H -1.083 -1.546 4.918 0.1195
H 0.297 -2.336 5.692 0.1194
H -0.899 -3.138 2.978 0.0776
H -1.165 -3.996 4.489 0.0759
H 0.451 -3.955 3.793 0.0759
H 3.662 -1.985 2.467 0.1642

=====

# 4
12
Properties=species:S:1:pos:R:3:lowdin_charge:R:1 method="wB97M-V/def2-TZVPD" energy_ev=-10168.46412 de_lowest_kcal_mol=100.9 total_charge=0
C 0.683 1.785 -0.749 -0.1075
C -0.049 1.538 0.456 -0.0866
C -0.034 -1.742 -0.343 -0.0311
C 0.219 -0.333 -0.547 -0.3076
H 1.855 0.488 -1.916 0.2791
H 1.515 2.555 -1.025 0.1329
H -0.763 2.186 1.052 0.1450
H -0.036 -2.669 -0.843 0.0710
N 0.661 0.567 -1.474 0.0428
N -0.363 0.282 0.483 -0.1186
N -0.710 -0.600 1.513 0.0580
N -0.658 -1.684 0.882 -0.0774

=====

# 5
10
Properties=species:S:1:pos:R:3:lowdin_charge:R:1 method="wB97M-V/def2-TZVPD" energy_ev=-6726.18300 de_lowest_kcal_mol=78.2 total_charge=0
C -1.065 -1.045 0.929 0.0298
C 0.056 -0.416 0.581 -0.1489
C 0.307 -0.209 -0.855 -0.2213
N 0.706 0.853 -1.298 -0.0365
O 1.050 1.670 -0.299 -0.0754
H -1.426 -1.139 1.922 0.0446
H -1.772 -1.251 0.131 0.0598
H 0.984 -0.186 1.030 0.0906
H -0.398 -0.742 -1.501 0.1180
H 1.557 2.466 -0.641 0.1394